This record from OMol25 describes a 11-piece molecular cluster, C34H70O32 overall. The level of theory is ωB97M-V with the def2-TZVPD basis set.

Last column: Löwdin charge in e.
Atoms and positions in Å:
C  5.78970  -5.86334  1.43298  -0.05
O  4.89312  -4.73278  1.77332  -0.18
C  4.30246  -3.99642  0.76085  -0.24
C  3.71103  -2.67208  1.26210  -0.19
O  2.72850  -2.90782  2.26957  -0.18
C  2.31462  -1.71246  2.89598  -0.10
H  5.15774  -6.69154  1.11234  0.08
H  6.30821  -6.16889  2.34176  0.08
H  6.46681  -5.69831  0.59489  0.08
H  3.51300  -4.60045  0.31362  0.11
H  5.03903  -3.79749  -0.01760  0.13
H  3.32792  -2.13065  0.39712  0.11
H  4.58278  -2.17115  1.68311  0.13
H  2.24578  -1.81546  3.97892  0.08
H  1.33351  -1.47061  2.48729  0.08
H  2.94293  -0.83628  2.73591  0.09
C  0.28950  0.13014  -3.99229  -0.05
O  0.49100  0.70467  -5.26033  -0.01
C  0.74577  0.06184  -6.43125  -0.58
O  0.71918  0.66797  -7.51692  0.09
O  0.96980  -1.20521  -6.26145  -0.01
C  1.45746  -1.99554  -7.37018  -0.01
H  0.09574  -0.93889  -4.08031  0.09
H  -0.45511  0.62897  -3.37193  0.08
H  1.28603  0.15818  -3.55155  0.10
H  0.79390  -1.75636  -8.20120  0.09
H  1.29705  -3.06251  -7.21534  0.09
H  2.47783  -1.72188  -7.63857  0.11
C  2.04018  4.05644  3.65517  0.00
O  1.29010  3.77594  2.45428  0.01
C  1.07146  4.66975  1.53154  -0.56
O  1.49239  5.83792  1.44807  0.08
O  0.17745  4.06313  0.70253  -0.02
C  -0.25514  4.65062  -0.50975  -0.03
H  3.00885  3.58426  3.49134  0.08
H  1.62535  3.65178  4.57834  0.10
H  2.37546  5.08228  3.80797  0.09
H  0.19962  5.58563  -0.83695  0.10
H  -1.32146  4.85848  -0.42103  0.08
H  -0.22347  3.89714  -1.29675  0.09
C  -3.40550  -3.81573  -2.07927  -0.03
O  -4.57218  -2.94452  -2.06796  -0.01
C  -5.17329  -2.66977  -3.24241  -0.57
O  -4.82205  -2.95298  -4.35791  0.13
O  -6.46932  -2.27141  -2.94238  -0.03
C  -7.19029  -1.73480  -4.06426  -0.04
H  -3.59136  -4.71241  -2.67047  0.10
H  -3.03650  -4.20967  -1.13230  0.08
H  -2.61856  -3.27524  -2.60530  0.09
H  -7.15071  -2.56459  -4.76994  0.10
H  -6.75490  -0.83634  -4.50167  0.09
H  -8.14118  -1.35332  -3.69228  0.10
C  -0.55607  -3.27318  4.26913  -0.04
O  -1.65110  -3.98786  3.80970  0.02
C  -2.37807  -3.62969  2.73250  -0.51
O  -2.20732  -2.77108  1.88386  0.11
O  -3.42483  -4.50720  2.64988  -0.02
C  -4.47437  -4.31872  1.74801  -0.06
H  -0.22554  -3.60746  5.25255  0.10
H  -0.81650  -2.22972  4.44656  0.08
H  0.28901  -3.37915  3.58890  0.09
H  -4.03540  -3.94645  0.82237  0.07
H  -5.34342  -3.79885  2.15122  0.10
H  -4.93164  -5.28261  1.52461  0.09
C  0.82232  -3.31793  -0.27109  0.03
O  1.41568  -3.17699  -1.59111  0.03
C  1.76969  -4.12268  -2.33434  -0.68
O  1.74074  -5.32501  -2.10101  0.11
O  2.21515  -3.53780  -3.42815  0.01
C  2.80993  -4.31010  -4.45729  -0.04
H  0.92709  -2.41779  0.33459  0.09
H  1.47165  -4.03410  0.23248  0.08
H  -0.22830  -3.60285  -0.32690  0.09
H  3.89714  -4.35454  -4.39316  0.09
H  2.64351  -3.79387  -5.40275  0.07
H  2.45145  -5.33635  -4.53733  0.10
C  -3.53059  2.49992  1.40739  -0.03
O  -3.03795  3.34072  2.41640  0.03
C  -2.98912  4.61171  2.13123  -0.60
O  -3.54931  5.19463  1.19320  0.08
O  -2.14801  5.12766  3.02366  0.01
C  -1.70822  6.52868  2.92852  0.00
H  -4.17305  1.80710  1.95086  0.11
H  -2.73988  1.92155  0.92951  0.08
H  -3.94732  2.93533  0.49919  0.07
H  -1.02279  6.60745  2.08466  0.08
H  -1.10888  6.86671  3.77387  0.09
H  -2.43771  7.32613  2.78703  0.09
C  -3.15912  0.29258  -4.65543  -0.04
O  -3.13130  1.19581  -3.58914  -0.04
C  -3.93853  2.27238  -3.56506  -0.54
O  -4.86937  2.39999  -4.32844  0.12
O  -3.67893  3.00957  -2.44769  -0.02
C  -4.64481  3.91999  -1.88185  -0.03
H  -4.13869  -0.18528  -4.64048  0.09
H  -2.37795  -0.46035  -4.55061  0.09
H  -2.87942  0.88738  -5.52495  0.11
H  -4.24216  4.91083  -1.67161  0.10
H  -5.28796  3.50516  -1.10572  0.09
H  -5.29639  4.12830  -2.73048  0.08
C  -1.20750  0.66360  4.75330  -0.03
O  0.12137  0.57949  5.17562  0.00
C  0.54846  -0.27326  6.08781  -0.55
O  -0.14670  -1.02450  6.83813  0.06
O  1.89815  -0.14384  6.08749  -0.03
C  2.61387  -1.11149  6.87811  -0.04
H  -1.24702  0.93243  3.69771  0.09
H  -1.73476  1.42002  5.33462  0.10
H  -1.66426  -0.31801  4.87953  0.08
H  2.04768  -2.03518  6.75832  0.09
H  2.69412  -0.88016  7.94026  0.10
H  3.60245  -1.29186  6.45588  0.09
C  1.80847  1.39255  0.28707  0.00
O  0.64743  1.21495  -0.53717  0.02
C  -0.37196  0.60483  -0.04703  -0.64
O  -0.63061  0.33756  1.12562  0.09
O  -1.09101  0.17771  -1.07796  -0.02
C  -2.24317  -0.74880  -1.03285  0.02
H  2.35070  2.21136  -0.18582  0.09
H  2.45987  0.52078  0.34863  0.09
H  1.52898  1.62920  1.31371  0.09
H  -2.96676  -0.43525  -0.28038  0.10
H  -1.97899  -1.75814  -0.71738  0.07
H  -2.71440  -0.74346  -2.01572  0.07
C  4.55228  6.32093  1.63628  -0.08
O  4.49641  4.97328  1.90691  -0.02
C  4.79530  3.96136  1.06128  -0.54
O  4.72952  2.77746  1.41452  0.10
O  5.21945  4.41514  -0.10944  0.01
C  5.52104  3.51399  -1.15407  -0.05
H  3.88822  6.77159  2.37387  0.09
H  4.31880  6.70856  0.64465  0.10
H  5.56076  6.64286  1.89593  0.10
H  4.70892  2.86514  -1.48198  0.10
H  6.34173  2.85794  -0.86393  0.10
H  6.01962  3.91104  -2.03830  0.10

Summary:
Spin multiplicity: 1
SMILES: COC(=O)OC.COC(=O)OC.COC(=O)OC.COC(=O)OC.COC(=O)OC.COC(=O)OC.COC(=O)OC.COC(=O)OC.COC(=O)OC.COC(=O)OC.COCCOC
LUMO: 0.0142 Eh
ΔE to the lowest compared entry with this formula, charge and spin: 4.1 kcal per mole
HOMO-LUMO gap: 10.075 eV